(1)
C5H8ClNS in the gas phase at a distorted geometry. Source: the OMol25 dataset; level of theory: wB97M-V/def2-TZVPD.

Output
SMILES string: S/N=C/[C@H]1C[C@H](Cl)C1
LUMO energy: 0.721 eV
Kohn-Sham gap: 9.61 eV
energy relative to the best compared isomer or geometry (same formula, charge and spin): 219.6 kJ/mol
DFT total energy: -30159.888 eV

Positions of all 16 atoms, in Å:
C1 1.37991 0.47569 0.11079
C2 -0.08640 0.81036 0.35848
C3 -0.87046 -0.17402 1.05090
C4 -1.43632 -0.64188 -0.27344
C5 -0.95938 0.74478 -0.91230
H1 3.63427 -2.14654 -0.01084
H2 2.03873 1.16663 -0.37944
H3 -0.26210 1.85091 0.68541
H4 -1.71604 0.37766 1.48761
H5 -0.48645 -0.84879 1.66732
H6 -0.98712 -1.45518 -0.70184
H7 -1.85096 1.46083 -0.81454
H8 -0.65696 0.88147 -1.98412
N1 1.91968 -0.73916 0.14010
S1 3.57481 -0.76528 -0.24409
Cl1 -3.23522 -0.99748 -0.17999



(2)
3 unconnected molecules or ions with the total composition C4H8F4N2O at a distorted geometry. Source: the OMol25 dataset; level of theory: wB97M-V/def2-TZVPD.

Output
LUMO energy: 0.503 eV
Kohn-Sham gap: 9.04 eV
energy relative to the best compared isomer or geometry (same formula, charge and spin): 0.0 kJ/mol
DFT total energy: -20173.805 eV

Positions of all 19 atoms, in Å:
C1 2.71688 0.97416 0.64399
C2 1.29366 0.65194 0.91430
C3 -1.35768 -0.29033 1.28935
C4 -0.75802 -2.03332 -2.61952
N1 0.65927 -0.20886 0.17716
N2 -0.56576 -0.66872 0.20360
O1 -1.62714 -2.78986 -2.52527
F1 -1.68887 1.09264 1.28761
F2 0.49040 -2.20813 -2.20493
F3 -0.78096 -0.84344 -3.17883
F4 -3.52375 2.06665 -0.50693
H1 2.87597 2.05058 0.67722
H2 3.36875 0.52424 1.39642
H3 3.01924 0.60288 -0.33319
H4 -2.89566 1.83281 0.14970
H5 0.78748 1.13283 1.73326
H6 -0.88451 -0.45387 2.27268
H7 -2.31344 -0.81353 1.22146
H8 1.18414 -0.61867 -0.59806



(3)
2 unconnected molecules or ions with the total composition CH3N3O3 at a distorted geometry. Source: the OMol25 dataset; level of theory: wB97M-V/def2-TZVPD.

Output
LUMO energy: -1.271 eV
Kohn-Sham gap: 9.85 eV
energy relative to the best compared isomer or geometry (same formula, charge and spin): 402.7 kJ/mol
DFT total energy: -11691.709 eV

Positions of all 10 atoms, in Å:
C1 -0.76388 -1.45818 -0.21115
N1 -1.03062 1.53022 0.08167
N2 -0.19979 -0.19806 -0.02276
N3 1.21377 0.02807 -0.03681
O1 1.86548 -0.94634 0.09454
O2 -1.83779 -1.76897 0.15592
O3 1.64035 1.16241 -0.11587
H1 0.02172 -2.01153 -0.72416
H2 -0.08748 1.92804 -0.29305
H3 -0.82176 1.73436 1.07167



(4)
A molecular structure, C20H53N4O8Zn at a distorted geometry. Source: the OMol25 dataset; level of theory: wB97M-V/def2-TZVPD.

Output
charge: +1
LUMO energy: -3.012 eV
Kohn-Sham gap: 8.34 eV
energy relative to the best compared isomer or geometry (same formula, charge and spin): 16.8 kJ/mol
DFT total energy: -92351.605 eV

Positions of all 86 atoms, in Å:
Zn1 -44.23046 -4.67961 0.20383
O1 -45.35572 -3.26195 -0.16890
H1 -46.10059 -2.66588 -0.12815
C1 -43.56315 -1.94601 2.40979
C2 -42.60318 -2.40312 1.32485
C3 -41.19591 -1.83946 1.47481
O2 -40.32307 -2.30479 0.46275
C4 -40.49208 -1.62926 -0.79704
N1 -42.55582 -3.86154 1.08645
H2 -43.43912 -0.87660 2.52932
H3 -43.32582 -2.40901 3.37288
H4 -44.57938 -2.17024 2.09059
H5 -43.00944 -1.92890 0.41945
H6 -40.76510 -2.17163 2.43118
H7 -41.19850 -0.74366 1.50383
H8 -39.61134 -1.85181 -1.39307
H9 -40.54431 -0.55500 -0.61520
H10 -41.38041 -2.01767 -1.30429
H11 -41.61512 -4.05121 0.71646
H12 -42.47736 -4.33974 1.99533
C5 -42.95974 -7.62849 -1.10593
C6 -43.69722 -6.59306 -1.95951
C7 -45.19482 -6.67533 -1.99817
O3 -45.62860 -6.16495 -0.72139
C8 -46.97385 -6.39997 -0.40948
N2 -43.24241 -5.19419 -1.60833
H13 -42.04297 -7.20564 -0.68372
H14 -42.57429 -8.42605 -1.74230
H15 -43.51342 -8.06543 -0.27364
H16 -43.31887 -6.74721 -2.97846
H17 -45.54946 -7.70697 -2.02086
H18 -45.57953 -6.06939 -2.82081
H19 -47.62700 -6.04342 -1.21538
H20 -47.28252 -5.77452 0.42810
H21 -47.15991 -7.45032 -0.18555
H22 -42.24600 -5.19278 -1.83662
H23 -43.53045 -4.50451 -2.34999
C9 -43.10529 -1.56139 -4.69841
C10 -44.38428 -2.18080 -4.20519
C11 -44.93844 -3.27439 -5.06573
O4 -46.31527 -3.41367 -4.68805
C12 -46.91264 -4.53061 -5.26413
N3 -44.13523 -2.70775 -2.81121
H24 -42.21888 -2.16678 -4.47876
H25 -42.89034 -0.61442 -4.19535
H26 -43.12408 -1.33922 -5.76727
H27 -45.13601 -1.39526 -4.08162
H28 -44.41524 -4.21908 -4.85991
H29 -44.89948 -3.01557 -6.12707
H30 -46.65391 -5.47472 -4.76587
H31 -46.65868 -4.66487 -6.32837
H32 -47.99801 -4.41825 -5.28651
H33 -45.06460 -2.88951 -2.41504
H34 -43.86714 -1.90071 -2.24432
C13 -49.37608 0.72381 0.20356
C14 -49.11234 -0.73528 -0.09100
C15 -49.60112 -1.21393 -1.44447
O5 -49.04327 -0.39676 -2.45713
C16 -48.92783 -1.01025 -3.71618
N4 -47.68930 -1.05875 0.12186
H35 -49.03553 0.96456 1.21001
H36 -50.44201 0.92592 0.08454
H37 -48.84408 1.41121 -0.45754
H38 -49.64069 -1.34274 0.65041
H39 -50.69629 -1.10223 -1.51230
H40 -49.34246 -2.27515 -1.56147
H41 -48.27555 -1.88988 -3.73234
H42 -48.52021 -0.27127 -4.40868
H43 -49.92109 -1.24948 -4.12881
H44 -47.03768 -0.82450 -0.62295
H45 -47.64283 -2.07551 0.13904
C17 -45.17981 1.81625 1.04001
C18 -44.97320 1.19811 -0.30753
O6 -43.59210 1.32701 -0.69339
C19 -43.35758 1.73433 -1.93306
O7 -44.15010 1.72661 -2.82210
O8 -42.08891 2.10400 -2.02435
C20 -41.63706 2.60689 -3.28588
H46 -46.23754 1.67323 1.28804
H47 -45.10761 2.90661 1.00206
H48 -44.54256 1.45145 1.83338
H49 -45.62352 1.69186 -1.02917
H50 -45.26731 0.14707 -0.30856
H51 -40.56042 2.47842 -3.24172
H52 -41.87816 3.66421 -3.36335
H53 -42.07959 2.06096 -4.11339